[1]
20
Properties=species:S:1:pos:R:3 method="wB97M-V/def2-TZVPD" lumo_ev=0.99 gap_ev=10.77 homo_ev=-9.780 energy_ha=-328.26891 smiles=C[C@H](N)CCCO
C 0.0253 0.4838 1.7810
C 0.3580 1.1379 0.4392
N 0.2671 2.6226 0.6750
C -0.7103 0.7173 -0.6084
C -0.9332 -0.7782 -0.7252
C 0.2990 -1.5448 -1.2612
O 0.6969 -2.6561 -0.4398
H -1.0490 0.5210 1.9873
H 0.3137 -0.5618 1.8943
H 0.5124 1.0471 2.5781
H 1.3295 0.7722 0.1265
H -0.7360 2.7705 0.6872
H 0.5786 2.9552 -0.2436
H -0.3100 0.9794 -1.6015
H -1.5764 1.3687 -0.4997
H -1.1056 -1.2471 0.2464
H -1.8083 -1.0112 -1.3159
H 1.1703 -0.8834 -1.2610
H 0.0675 -1.8517 -2.2804
H 0.1602 -2.5384 0.3493

[2]
16
Properties=species:S:1:pos:R:3 method="wB97M-V/def2-TZVPD" lumo_ev=0.93 gap_ev=10.14 homo_ev=-9.203 energy_ha=-465.04259 smiles="C[SiH3].C=NC"
C 2.5893 0.8169 0.0836
Si 1.1299 1.7805 0.7907
H 3.5146 1.0149 0.7267
H 2.1921 -0.2032 0.2507
H 2.7096 0.8288 -1.0633
H -0.1711 2.1456 0.0001
H 0.5334 1.2274 2.0484
H 1.3783 3.1323 1.3550
C -1.2525 -1.2138 0.7190
N -1.5735 -0.7342 -0.3747
C -2.1127 -1.3974 -1.5333
H -1.1695 -0.4728 1.5434
H -1.1394 -2.2887 1.2095
H -2.3276 -2.4938 -1.4545
H -2.9810 -0.8471 -1.9569
H -1.3201 -1.2953 -2.3443

[3]
68
Properties=species:S:1:pos:R:3 method="wB97M-V/def2-TZVPD" lumo_ev=0.53 gap_ev=8.56 homo_ev=-8.030 energy_ha=-3475.89892 smiles=CCCNBCCCBr.CCN(CC)CC.CCN(CC)CC
C 2.2612 -0.5113 1.3605
C 0.8771 0.1813 1.4105
C -0.2992 -0.8442 1.2207
N -1.3407 -0.7408 2.2608
B -1.5095 -1.9985 3.0330
C -0.5570 -2.3821 4.2704
C 0.6943 -3.2374 3.8820
C 0.4238 -4.2973 2.7909
Br 2.1328 -5.2834 2.5045
H 3.0334 0.2754 1.3650
H 2.4402 -1.1390 2.2426
H 2.3886 -1.1155 0.4517
H 0.8496 0.8909 0.5704
H 0.7242 0.7471 2.3395
H 0.1089 -1.8582 1.0903
H -0.7709 -0.5691 0.2584
H -1.1485 0.0235 2.8966
H -2.3959 -2.7650 2.7835
H -0.1650 -1.4278 4.6789
H -1.1153 -2.8380 5.1066
H 1.0099 -3.7909 4.7784
H 1.5134 -2.5706 3.5946
H 0.1683 -3.8917 1.8096
H -0.3363 -4.9896 3.1680
C -4.4569 -0.5567 0.9783
C -4.6842 0.8827 1.4129
N -4.4506 1.8546 0.3581
C -4.4217 3.2274 0.8410
C -5.7082 3.8098 1.4332
C -5.1888 1.6394 -0.8765
C -6.7186 1.6097 -0.7996
H -3.4476 -0.6932 0.5906
H -4.5799 -1.2227 1.8339
H -5.1720 -0.8749 0.2164
H -3.9875 1.0891 2.2304
H -5.6965 0.9675 1.8353
H -4.0791 3.8789 0.0316
H -3.6392 3.2914 1.6047
H -6.4300 4.0689 0.6597
H -5.4776 4.7332 1.9710
H -6.1837 3.1324 2.1431
H -4.8517 0.6951 -1.3131
H -4.8839 2.3952 -1.6057
H -7.0825 1.0403 0.0565
H -7.1221 1.1375 -1.6990
H -7.1418 2.6122 -0.7538
C 6.7749 0.0373 -4.7827
C 5.3170 -0.2271 -4.4339
N 5.0957 -0.4993 -3.0244
C 3.7572 -0.9953 -2.7404
C 2.5766 -0.0562 -3.0010
C 5.6021 0.5008 -2.0973
C 5.0764 1.9334 -2.2330
H 7.4092 -0.7972 -4.4795
H 6.8767 0.1634 -5.8619
H 7.1510 0.9485 -4.3146
H 4.9977 -1.1027 -5.0060
H 4.7108 0.6180 -4.7917
H 3.7151 -1.3332 -1.7008
H 3.6052 -1.9018 -3.3354
H 2.4897 0.7077 -2.2287
H 1.6446 -0.6277 -2.9852
H 2.6377 0.4335 -3.9732
H 6.6915 0.5278 -2.1886
H 5.4281 0.1534 -1.0750
H 5.0185 2.2606 -3.2719
H 5.7478 2.6214 -1.7128
H 4.0933 2.0493 -1.7784

[4]
44
Properties=species:S:1:pos:R:3 method="wB97M-V/def2-TZVPD" spin_multiplicity=4 lumo_ev="-7.44 / -9.48" gap_ev="8.38 / 5.11" homo_ev="-15.815 / -14.583" s2=3.76 charge=+2 energy_ha=-5251.22164
C -5.1757 -3.1544 -1.0248
C -4.3607 -2.7079 -2.2279
O -2.9606 -2.8512 -1.9821
C -2.3648 -1.8575 -1.3019
C -1.6048 -0.8492 -2.3652
O -1.4655 0.3021 -1.7035
Ga -0.1162 1.4437 -2.3831
O -0.0921 3.1063 -1.3872
C 1.7728 0.6725 -2.0638
C 2.0434 0.6827 -0.5132
C 1.9490 -0.6667 0.1447
F 3.0453 -1.3952 -0.0767
F 0.9182 -1.3067 -0.4831
C 1.5251 -0.7215 1.6406
F 1.3355 -2.0198 1.8750
F 0.3355 -0.1076 1.7481
C 2.5433 -0.2045 2.7155
F 3.7777 -0.0810 2.2061
F 2.5994 -1.1950 3.6278
C 2.1722 1.0031 3.6558
F 3.0712 0.9713 4.6485
F 0.9581 0.8007 4.1823
S 2.2095 2.8258 3.0371
F 0.8674 2.6728 2.1388
F 1.3273 3.2746 4.2287
F 3.4887 3.1418 3.8510
F 3.1953 2.5071 1.7389
F 2.2353 4.3153 2.4954
H -4.6860 -2.8735 -0.1049
H -5.3235 -4.2192 -1.0727
H -6.1494 -2.6928 -1.0403
H -4.5712 -1.6740 -2.4875
H -4.5827 -3.3079 -3.0935
H -1.6086 -2.2558 -0.6415
H -3.0930 -1.2468 -0.7885
H -0.6649 -1.3330 -2.6154
H -2.2804 -0.7576 -3.2111
H -0.3427 1.7127 -3.9111
H -0.9492 3.5090 -1.5204
H 2.5242 1.2852 -2.5598
H 1.8828 -0.3274 -2.4459
H 1.3501 1.4315 -0.0460
H 3.1138 1.0224 -0.3828
Er 2.1510 3.1251 -0.5002